Molecular formula: C4H5NO
Method: DFT, the ωB97M-V functional and the def2-TZVPD basis

Positions of all 11 atoms, in Å:
O  1.6870  0.0959  0.2233
N  0.9158  1.7663  -0.3876
C  -0.2974  1.1652  0.2448
C  0.0463  1.0529  -1.1697
C  0.3604  -0.1149  0.1708
C  -0.2351  -1.4417  0.4957
H  -0.2816  1.1315  -2.1901
H  -1.0601  1.6645  0.8247
H  -0.1295  -1.6069  1.5717
H  -1.2955  -1.4734  0.2438
H  0.2897  -2.2395  -0.0274

Atoms 1-2, force components in eV/Å:
-1.5 -1.4 -0.2
-1.7 0.1 -1.3

As for the relative energy (zero: lowest compared OMol25 entry of this formula, charge and spin): 612.4 kJ/mol. Its energy is -285.181331 hartree. The value obtained for the HOMO energy is -8.6598 eV. As for the total charge: 0.

Löwdin atomic charge list, values in e, 6 entries:
1 O -0.044
2 N 0.205
3 C -0.166
4 C -0.078
5 C -0.446
6 C 0.000